# 1
{"formula": "C29H49AsHgN5O2SSi4", "method": "ωB97M-V/def2-TZVPD", "species": ["Hg", "O", "N", "O", "C", "C", "C", "C", "C", "C", "N", "C", "C", "N", "C", "C", "C", "C", "H", "H", "H", "H", "H", "H", "H", "C", "As", "C", "C", "S", "H", "H", "H", "H", "H", "H", "H", "H", "H", "N", "C", "C", "C", "N", "C", "C", "H", "H", "H", "H", "H", "H", "C", "Si", "C", "C", "Si", "Si", "C", "C", "C", "Si", "C", "C", "C", "H", "H", "H", "H", "H", "H", "H", "H", "H", "H", "H", "H", "H", "H", "H", "H", "H", "H", "H", "H", "H", "H", "H", "H", "H", "H", "H"], "positions_angstrom": [[-1.0437, 0.1838, -0.2638], [-8.2939, 0.1205, 2.0261], [-7.9069, 1.1335, 1.4176], [-8.6386, 2.1201, 1.2648], [-6.6048, 1.1827, 0.8877], [-6.2277, 2.3597, 0.2372], [-4.9584, 2.5359, -0.3023], [-4.5816, 3.7129, -1.0088], [-3.3190, 3.8141, -1.5272], [-2.4096, 2.7832, -1.3210], [-2.7318, 1.6683, -0.6433], [-3.9706, 1.5190, -0.1674], [-4.3664, 0.2667, 0.4740], [-3.4362, -0.6976, 0.5020], [-3.7447, -1.8938, 0.9603], [-5.0090, -2.1908, 1.4518], [-5.9681, -1.2073, 1.4747], [-5.6796, 0.0809, 0.9712], [-6.9570, 3.1504, 0.1537], [-5.3091, 4.5035, -1.1375], [-3.0215, 4.6867, -2.0940], [-1.3999, 2.8316, -1.6994], [-2.9571, -2.6378, 0.9302], [-5.2324, -3.1847, 1.8158], [-6.9539, -1.4027, 1.8586], [0.1739, 5.4104, -1.1450], [1.1977, 3.8703, -0.5873], [1.5149, 2.8379, -2.1814], [2.8774, 4.6891, -0.1119], [0.2630, 2.7988, 0.9533], [0.7305, 5.9745, -1.8930], [-0.0131, 6.0310, -0.2708], [-0.7774, 5.0886, -1.5565], [2.0317, 3.4432, -2.9256], [0.5579, 2.5042, -2.5808], [2.1141, 1.9793, -1.8835], [3.1930, 5.3354, -0.9306], [3.6282, 3.9278, 0.0749], [2.7210, 5.2819, 0.7875], [7.2863, 2.2145, 1.8649], [6.1275, 1.9327, 1.1857], [6.1326, 1.6681, -0.1871], [4.9321, 1.4277, -0.8261], [3.7427, 1.4265, -0.2236], [3.7470, 1.6855, 1.0887], [4.8850, 1.9432, 1.8254], [8.1552, 1.9452, 1.4375], [7.2671, 2.1427, 2.8674], [7.0610, 1.6489, -0.7441], [4.9311, 1.2154, -1.8912], [2.7740, 1.6950, 1.5676], [4.8091, 2.1445, 2.8867], [1.0102, -0.7968, 2.9018], [0.0810, -2.3164, 2.2862], [1.0041, -3.8585, 2.8477], [-1.5432, -2.3440, 3.2253], [0.1623, -1.9576, -0.0609], [2.4572, -2.4178, -0.4515], [2.5852, -4.3000, -0.3718], [3.7253, -1.8513, 0.8111], [3.0483, -1.8838, -2.1551], [-0.8501, -2.9072, -1.9961], [-2.7117, -3.1396, -1.9910], [-0.5158, -1.5795, -3.2988], [-0.1375, -4.5345, -2.6127], [1.2702, -0.9208, 3.9573], [0.3956, 0.1023, 2.8130], [1.9298, -0.6206, 2.3438], [0.8889, -3.9435, 3.9316], [2.0707, -3.8144, 2.6286], [0.6042, -4.7699, 2.3993], [-1.2812, -2.3200, 4.2876], [-2.1276, -3.2486, 3.0544], [-2.1756, -1.4818, 3.0183], [2.4222, -4.6760, 0.6382], [3.5979, -4.5893, -0.6696], [1.8896, -4.8092, -1.0324], [3.5346, -2.2820, 1.7952], [3.7877, -0.7741, 0.9167], [4.7032, -2.2123, 0.4775], [2.4732, -2.3551, -2.9536], [4.0931, -2.1849, -2.2741], [2.9882, -0.8005, -2.2826], [-3.2438, -2.2626, -1.6253], [-3.0338, -4.0048, -1.4086], [-3.0171, -3.3088, -3.0281], [-1.2040, -0.7416, -3.1543], [-0.6956, -1.9797, -4.3006], [0.5005, -1.1864, -3.2646], [-0.2162, -5.3212, -1.8603], [0.9056, -4.4581, -2.9198], [-0.7178, -4.8500, -3.4840]], "atomic_forces_ev_per_a": [[-0.143, -0.146, 0.198], [-0.011, -0.002, 0.012], [-0.012, 0.000, -0.008], [-0.004, 0.007, 0.001], [0.016, -0.008, -0.002], [0.008, 0.032, -0.014], [-0.018, -0.027, 0.022], [0.025, -0.004, -0.005], [-0.028, 0.010, -0.007], [0.077, -0.033, -0.097], [0.108, 0.033, -0.088], [-0.027, 0.010, 0.056], [0.025, -0.013, -0.021], [0.059, 0.008, -0.035], [0.029, 0.006, -0.004], [-0.005, -0.014, 0.017], [0.005, 0.001, -0.013], [-0.022, -0.005, 0.010], [-0.005, -0.002, 0.004], [0.002, 0.005, -0.010], [0.009, 0.005, -0.002], [-0.020, 0.039, 0.009], [-0.012, -0.012, -0.002], [0.004, -0.001, 0.003], [0.007, 0.002, 0.000], [-0.008, -0.022, -0.031], [-0.057, 0.036, 0.068], [-0.060, -0.015, -0.020], [0.030, -0.007, -0.002], [0.058, -0.002, -0.028], [0.014, -0.008, 0.006], [0.013, -0.013, 0.011], [-0.045, -0.015, 0.002], [0.022, -0.004, 0.009], [0.020, 0.012, -0.016], [0.014, 0.019, -0.005], [0.002, 0.004, -0.004], [-0.013, 0.060, -0.015], [-0.013, -0.004, 0.002], [-0.007, 0.007, 0.001], [-0.003, -0.004, -0.031], [0.016, 0.007, 0.017], [0.002, -0.043, 0.013], [0.049, 0.073, 0.003], [-0.011, -0.087, 0.007], [0.005, -0.025, 0.012], [0.002, -0.002, 0.008], [0.008, -0.003, -0.002], [0.000, 0.002, -0.002], [-0.009, 0.000, -0.004], [-0.014, 0.001, 0.015], [-0.001, 0.002, 0.002], [-0.012, -0.013, 0.029], [0.011, 0.059, 0.073], [0.006, -0.007, -0.077], [-0.007, 0.002, -0.024], [-0.004, -0.005, -0.046], [0.071, -0.066, -0.071], [-0.002, 0.018, -0.041], [-0.025, 0.009, 0.070], [-0.022, 0.057, 0.015], [-0.073, 0.018, -0.028], [-0.003, 0.002, 0.056], [-0.040, -0.012, 0.008], [0.037, -0.003, 0.040], [-0.005, -0.001, 0.003], [-0.019, 0.000, -0.018], [0.004, 0.011, 0.010], [0.007, 0.006, 0.007], [0.001, -0.002, 0.008], [-0.010, 0.005, -0.004], [-0.001, 0.003, 0.001], [-0.008, -0.010, -0.020], [0.005, 0.017, 0.010], [-0.006, 0.022, -0.005], [0.007, 0.017, 0.003], [-0.021, -0.043, -0.023], [0.001, -0.012, 0.000], [0.001, 0.058, -0.004], [-0.008, -0.018, -0.016], [-0.006, -0.008, -0.006], [0.003, 0.016, -0.013], [-0.005, -0.006, 0.024], [-0.009, 0.014, -0.016], [0.013, 0.015, 0.039], [-0.002, -0.016, 0.004], [0.001, 0.011, -0.016], [0.004, -0.014, 0.001], [0.024, 0.000, 0.005], [0.007, -0.015, -0.011], [0.014, 0.012, -0.003], [-0.013, 0.017, -0.003]], "e_above_lowest_kj_mol": 101.44, "s_squared": 0.79, "homo_ev": [-5.003, -7.909], "homo_lumo_gap_ev": [4.9, 8.0], "lumo_energy_ev": [-0.078, 0.091], "spin_multiplicity": 2}



# 2
{"formula": "C29H49BNO18PS5", "method": "ωB97M-V/def2-TZVPD", "species": ["C", "O", "B", "O", "C", "C", "P", "S", "C", "O", "C", "O", "C", "O", "C", "C", "C", "C", "C", "C", "C", "N", "C", "C", "C", "C", "O", "H", "H", "H", "H", "H", "H", "H", "H", "H", "H", "H", "H", "H", "H", "H", "H", "H", "C", "C", "O", "S", "C", "O", "O", "H", "H", "H", "H", "H", "H", "H", "H", "C", "C", "O", "S", "C", "O", "O", "H", "H", "H", "H", "H", "H", "H", "H", "C", "C", "O", "S", "C", "O", "O", "H", "H", "H", "H", "H", "H", "H", "H", "C", "C", "O", "S", "C", "O", "O", "H", "H", "H", "H", "H", "H", "H", "H"], "positions_angstrom": [[1.9523, -2.1302, 3.0178], [1.8111, -2.9573, 1.8435], [0.6276, -3.6518, 1.9907], [0.5555, -4.6228, 2.9732], [-0.5840, -3.2427, 1.0607], [-1.7143, -3.9427, 0.8658], [-2.0763, -5.5511, 1.7036], [-3.3437, -6.7431, 0.8473], [-2.7695, -3.3871, -0.0576], [-3.4284, -4.0668, -0.7927], [-2.9162, -1.9059, -0.0544], [-4.1310, -1.2974, -0.2993], [-4.9882, -1.2318, 0.7882], [-5.2942, -0.1533, 1.1869], [-5.5511, -2.4466, 1.4221], [-5.8551, -2.3622, 2.7853], [-6.4223, -3.4512, 3.4302], [-6.6743, -4.6454, 2.7639], [-6.3764, -4.7315, 1.4081], [-5.8306, -3.6314, 0.7541], [-1.7931, -1.1934, 0.1094], [-1.6948, 0.1773, 0.0433], [-2.3534, 0.9236, 0.8481], [-2.5589, 0.6252, 2.2977], [-2.8929, 2.2176, 0.3375], [-0.5069, -1.9411, 0.3067], [0.5083, -1.4928, -0.1483], [1.0730, -1.4873, 3.1124], [2.8543, -1.5406, 2.9148], [2.0248, -2.7238, 3.9282], [1.1301, -5.3591, 2.7179], [-2.5518, -5.1494, 2.9660], [-0.8665, -6.2086, 1.9256], [-5.6837, -1.4643, 3.3582], [-6.6803, -3.3785, 4.4773], [-7.0958, -5.5123, 3.2487], [-6.5497, -5.6274, 0.8367], [-5.6333, -3.7122, -0.3027], [-2.1563, -0.3484, 2.5662], [-3.5908, 0.7428, 2.6104], [-1.9909, 1.3827, 2.8419], [-2.8886, 2.2064, -0.7443], [-2.2075, 3.0212, 0.6261], [-3.8684, 2.4345, 0.7564], [4.7012, -5.6214, 1.2321], [5.8653, -6.1262, 2.0544], [5.5236, -6.1985, 3.4560], [4.6178, -7.4139, 3.9315], [4.8846, -7.2297, 5.6600], [5.2067, -8.6345, 3.4780], [3.2482, -7.1145, 3.6347], [3.8894, -6.3483, 1.2207], [5.0064, -5.4383, 0.2019], [4.3065, -4.6978, 1.6570], [6.2138, -7.0966, 1.6983], [6.7059, -5.4386, 1.9897], [5.9353, -7.4060, 5.8717], [4.2657, -7.9696, 6.1624], [4.5880, -6.2270, 5.9552], [-0.7501, 1.2567, -6.4752], [-0.7051, 1.5716, -4.9941], [-0.1537, 0.4820, -4.2179], [1.4190, 0.2960, -4.2148], [1.5083, -0.8042, -2.8493], [2.0266, 1.5478, -3.8626], [1.8208, -0.3878, -5.4060], [0.2526, 1.1976, -6.8970], [-1.2976, 2.0362, -7.0052], [-1.2362, 0.2966, -6.6503], [-0.1475, 2.4881, -4.8009], [-1.7137, 1.7170, -4.6121], [1.1562, -0.2900, -1.9629], [2.5496, -1.0958, -2.7304], [0.8963, -1.6761, -3.0625], [1.4610, 8.3450, -5.2079], [1.7442, 7.3177, -6.2862], [2.6717, 6.3062, -5.8494], [2.1153, 5.1467, -4.9065], [3.4920, 4.0643, -5.0521], [0.9664, 4.5615, -5.5323], [2.0441, 5.6409, -3.5661], [0.9057, 7.9053, -4.3804], [0.8713, 9.1657, -5.6176], [2.3916, 8.7423, -4.8031], [0.8246, 6.8501, -6.6419], [2.2166, 7.7967, -7.1417], [3.5727, 3.7376, -6.0853], [3.3128, 3.2112, -4.4011], [4.3883, 4.5946, -4.7405], [0.0085, 8.6538, 2.2617], [0.1477, 7.5771, 1.2043], [0.8584, 6.4190, 1.6914], [0.0699, 5.3947, 2.6114], [1.2369, 4.0807, 2.5196], [-1.1380, 5.0113, 1.9439], [0.0295, 5.8944, 3.9498], [-0.6533, 8.3352, 3.0662], [-0.4040, 9.5609, 1.8195], [0.9769, 8.8827, 2.7061], [-0.8240, 7.2771, 0.8097], [0.7366, 7.9480, 0.3682], [1.2999, 3.7385, 1.4899], [0.8759, 3.2829, 3.1650], [2.1990, 4.4431, 2.8710]], "atomic_forces_ev_per_a": [[0.179, -0.206, -0.057], [-0.443, 0.141, 0.531], [0.808, 0.035, -0.259], [-0.677, -0.152, -0.742], [-0.221, -0.111, 0.084], [0.399, -0.241, 0.425], [-1.092, -0.795, -0.499], [0.098, 0.042, 0.017], [-0.233, 0.587, -0.408], [-0.148, -0.571, -0.229], [0.123, -0.206, 0.648], [0.091, -0.687, -0.110], [-0.310, 0.119, 0.013], [-0.118, 0.804, 0.048], [0.219, -0.486, 0.360], [-0.270, -0.397, 0.101], [-0.033, -0.138, 0.236], [0.194, 0.073, -0.765], [0.083, 0.565, 0.186], [-0.056, -0.161, -0.358], [0.939, 0.605, 1.037], [-1.308, -0.433, -0.542], [-0.135, 0.097, -0.429], [0.123, -0.017, 0.070], [1.160, 0.504, 0.107], [-0.376, -0.136, -0.345], [0.559, 0.054, 0.156], [0.134, 0.275, 0.009], [0.017, 0.170, -0.137], [0.050, -0.151, -0.003], [0.345, 0.009, 0.627], [0.476, 0.243, 0.045], [0.151, 0.422, 0.086], [0.111, 0.192, -0.172], [0.064, 0.082, 0.082], [-0.055, 0.062, 0.276], [-0.066, -0.175, 0.045], [0.094, 0.063, -0.075], [-0.147, -0.137, 0.078], [-0.126, -0.117, -0.046], [0.075, 0.071, 0.052], [-0.270, -0.090, -0.149], [-0.160, 0.167, 0.193], [-0.142, -0.074, 0.016], [-0.264, -0.018, 0.046], [0.027, 0.068, -0.593], [0.096, -0.056, 0.165], [0.234, 0.334, 0.195], [0.023, 0.033, 0.066], [-0.170, -0.095, -0.135], [-0.117, -0.143, -0.067], [0.029, -0.022, -0.045], [0.081, 0.018, 0.027], [0.048, 0.054, -0.068], [-0.060, -0.088, 0.198], [-0.014, 0.034, 0.257], [0.006, -0.006, -0.024], [-0.025, -0.024, -0.058], [-0.017, 0.003, -0.022], [0.209, -0.172, -0.027], [-0.230, 0.446, -0.358], [0.039, -0.038, 0.043], [-0.450, -0.380, 0.318], [0.059, 0.085, -0.031], [0.167, 0.041, -0.156], [0.211, 0.188, -0.093], [-0.001, 0.036, 0.005], [-0.028, 0.028, 0.065], [-0.072, 0.034, 0.010], [0.113, -0.094, 0.056], [0.042, -0.187, 0.176], [-0.045, 0.004, 0.000], [0.019, 0.032, -0.064], [-0.016, 0.011, -0.022], [-0.015, -0.131, 0.207], [-0.325, 0.437, -0.089], [0.007, -0.066, -0.059], [0.653, -0.153, -0.157], [0.150, -0.023, -0.003], [-0.208, 0.120, 0.136], [-0.286, -0.039, 0.071], [-0.012, -0.005, -0.018], [0.030, -0.010, -0.066], [0.013, 0.044, -0.066], [0.049, -0.136, 0.068], [0.168, -0.153, 0.009], [-0.035, 0.010, -0.009], [-0.139, 0.055, -0.038], [-0.045, 0.086, -0.014], [-0.032, -0.158, 0.225], [-0.262, 0.558, -0.150], [0.035, -0.123, 0.021], [0.484, 0.019, -0.240], [0.042, -0.063, -0.066], [-0.201, 0.003, 0.132], [-0.212, -0.050, 0.071], [-0.016, 0.004, -0.016], [0.029, -0.017, -0.068], [0.022, 0.046, -0.067], [0.028, -0.158, 0.070], [0.145, -0.204, 0.016], [-0.008, 0.022, -0.008], [-0.046, 0.038, 0.029], [-0.011, 0.022, 0.016]], "homo_ev": -8.499, "homo_lumo_gap_ev": 6.9, "lumo_energy_ev": -1.600, "spin_multiplicity": 1}